A cluster of 10 separate species, C30H80O30S10 in total in a non-equilibrium geometry, computed with ωB97M-V with the def2-TZVPD basis set.

```
150
Properties=species:S:1:pos:R:3:forces:R:3:mulliken_charge:R:1
C 0.652 32.716 27.309 1.560 0.833 -0.570 -1.38
C 0.148 32.023 28.510 -1.356 2.174 1.110 -0.02
O 0.132 30.658 28.260 0.034 -0.709 -0.699 -0.38
S -0.531 29.809 29.400 -0.666 0.627 0.451 1.30
C -2.252 30.164 29.250 1.210 0.516 0.194 -0.88
O -0.299 28.482 29.070 0.464 -2.439 -0.839 -0.63
O -0.074 30.328 30.633 0.247 0.640 1.341 -0.65
H 1.739 32.594 27.217 -0.219 -0.378 -0.269 0.34
H 0.550 33.805 27.347 -0.441 -0.131 0.187 0.37
H 0.146 32.341 26.425 0.056 0.015 -0.154 0.35
H 0.626 32.245 29.468 0.619 -0.081 -0.340 0.50
H -0.876 32.424 28.694 0.146 -0.539 -0.226 0.10
H -2.521 29.878 28.247 -0.566 -0.254 -0.099 0.37
H -2.342 31.230 29.430 -0.384 0.061 -0.054 0.38
H -2.649 29.599 30.076 -0.624 -0.332 -0.092 0.27
C -7.601 31.147 33.226 1.622 -0.034 1.105 -0.43
C -7.903 30.739 31.824 0.182 -0.037 -0.136 -0.35
O -8.702 29.544 31.808 0.780 -0.784 -0.300 0.09
S -10.206 29.623 31.484 -0.909 1.086 2.045 0.58
C -10.755 30.268 33.009 -0.859 -0.138 0.077 0.26
O -10.479 30.576 30.481 0.099 1.006 -1.464 -0.66
O -10.653 28.303 31.336 -0.520 -2.113 -0.446 -0.40
H -6.890 31.984 33.247 -0.339 0.040 -0.276 0.49
H -7.030 30.342 33.719 -0.459 0.350 -0.337 -0.28
H -8.413 31.414 33.887 -0.336 0.102 -0.254 0.27
H -8.384 31.514 31.230 0.029 0.005 -0.065 0.14
H -7.009 30.359 31.346 0.374 0.566 -0.247 0.38
H -10.231 31.205 33.135 -0.142 0.213 0.326 -0.55
H -10.579 29.527 33.782 0.459 0.078 0.107 0.16
H -11.833 30.404 33.010 -0.003 0.288 -0.329 0.17
C -9.283 35.165 24.567 0.296 -1.229 0.586 -1.29
C -10.421 34.966 25.566 0.303 1.127 -2.001 -0.22
O -9.992 35.489 26.817 0.192 0.414 0.039 -0.29
S -10.705 34.919 28.090 1.196 -2.083 -1.276 1.20
C -9.765 33.439 28.260 -0.457 0.467 0.245 -0.51
O -10.418 35.775 29.144 0.503 1.973 2.120 -0.65
O -12.021 34.559 27.757 -2.078 -0.289 -0.410 -0.65
H -9.573 34.725 23.614 -0.139 0.298 -0.161 0.39
H -8.421 34.562 24.894 -0.067 0.369 -0.027 0.31
H -8.986 36.198 24.465 -0.027 0.220 -0.070 0.32
H -11.248 35.585 25.211 -0.270 -0.341 0.297 0.30
H -10.711 33.919 25.559 -0.114 -0.085 0.533 0.39
H -9.687 33.025 27.266 0.180 -0.367 -0.090 0.44
H -10.322 32.786 28.923 0.179 -0.248 0.193 -0.13
H -8.817 33.767 28.660 0.339 -0.314 0.083 0.36
C -3.522 23.693 33.372 -0.431 -0.826 0.716 -1.38
C -3.957 24.134 32.016 0.089 0.823 0.408 0.48
O -3.367 25.448 31.769 0.682 -0.234 0.761 -0.29
S -3.609 26.043 30.355 -0.614 -0.425 0.306 1.20
C -5.269 26.586 30.503 0.149 0.079 -0.387 -0.85
O -2.762 27.166 30.235 0.523 0.840 -0.111 -0.46
O -3.573 24.954 29.453 0.154 -0.474 -1.307 -0.69
H -2.538 23.236 33.429 0.171 0.144 -0.332 0.43
H -4.239 22.919 33.676 0.188 0.072 0.104 0.35
H -3.572 24.467 34.130 -0.073 0.225 -0.079 0.25
H -3.639 23.431 31.257 -0.189 0.088 -0.277 0.36
H -5.027 24.348 32.000 -0.115 -0.643 -0.062 -0.22
H -5.311 27.185 31.398 -0.249 0.228 0.234 0.18
H -5.912 25.717 30.528 -0.266 -0.036 0.068 0.22
H -5.476 27.173 29.615 -0.179 0.110 -0.067 0.49
C -15.243 24.866 33.223 0.819 -0.432 -0.372 -1.24
C -14.868 25.732 34.402 -0.338 -0.685 -0.363 -0.19
O -14.244 26.946 33.879 -0.529 -0.892 0.420 -0.15
S -13.768 28.006 34.945 1.271 -2.519 -0.854 1.01
C -12.356 27.206 35.613 -0.848 0.058 0.576 -0.79
O -13.359 29.092 34.187 0.906 2.683 -1.749 -0.40
O -14.721 28.125 35.941 -2.414 0.426 2.519 -0.67
H -14.373 24.733 32.567 -0.136 0.205 -0.003 0.25
H -16.060 25.272 32.639 -0.162 0.055 -0.020 0.31
H -15.470 23.847 33.550 -0.301 0.252 0.137 0.42
H -15.772 25.930 34.976 0.217 0.568 0.111 0.30
H -14.182 25.159 35.036 0.173 0.424 -0.030 0.32
H -12.762 26.536 36.367 0.299 -0.291 -0.038 0.47
H -11.815 27.989 36.128 0.509 0.015 -0.114 0.48
H -11.860 26.693 34.806 0.545 -0.001 -0.035 -0.08
C -12.179 34.810 36.818 1.251 -0.570 0.093 -1.20
C -12.439 34.805 35.343 -1.997 1.029 0.137 -0.36
O -11.498 34.005 34.633 -0.226 -0.632 0.188 -0.17
S -10.571 34.754 33.606 -1.531 0.579 -0.097 1.01
C -11.648 35.007 32.236 1.107 -0.237 0.061 -0.56
O -10.229 35.988 34.210 0.657 0.997 0.088 -0.66
O -9.582 33.836 33.202 1.215 -1.349 -0.167 -0.48
H -12.756 35.585 37.307 -0.271 -0.132 0.199 0.37
H -11.116 35.001 37.010 -0.148 0.281 -0.100 0.30
H -12.339 33.807 37.218 -0.394 0.191 0.232 0.28
H -13.472 34.456 35.167 0.559 -0.625 -0.163 0.37
H -12.541 35.838 34.978 0.855 -0.267 -0.133 0.38
H -10.927 35.104 31.425 -0.310 0.368 -0.255 0.17
H -12.189 35.919 32.418 -0.441 0.108 -0.209 0.43
H -12.218 34.099 32.074 -0.352 0.046 0.045 0.15
C -6.896 27.980 34.501 -1.144 0.229 -0.087 -1.15
C -6.168 26.932 35.290 0.090 0.085 -0.686 -0.64
O -6.539 25.620 34.741 0.054 0.829 -0.280 0.08
S -6.254 24.409 35.685 -0.274 0.692 1.618 1.23
C -7.446 24.701 36.962 0.960 0.612 -0.119 -1.14
O -6.578 23.223 35.033 -1.163 -1.941 -1.937 -0.66
O -4.955 24.501 36.224 1.385 0.680 0.768 -0.66
H -6.897 27.869 33.416 0.481 -0.150 0.034 0.29
H -6.552 28.982 34.758 0.232 -0.329 0.129 0.57
H -7.965 27.955 34.766 0.198 0.048 -0.003 0.25
H -5.088 27.028 35.198 -0.003 -0.092 0.236 0.27
H -6.507 27.030 36.322 0.362 -0.292 0.052 0.44
H -6.951 25.389 37.641 -0.170 -0.131 0.341 0.44
H -7.613 23.742 37.420 -0.393 -0.172 0.223 0.41
H -8.296 25.202 36.524 -0.491 -0.334 -0.007 0.23
C -15.182 28.164 31.138 -0.505 0.217 -0.095 -1.34
C -14.220 29.276 30.783 0.706 -0.215 0.072 0.97
O -14.959 30.430 30.290 -0.284 -0.978 0.467 -0.43
S -14.209 31.789 30.122 1.599 -1.566 -1.197 1.15
C -13.151 31.416 28.729 0.700 -0.342 0.357 -0.45
O -15.171 32.712 29.742 -2.207 1.950 -0.861 -0.66
O -13.417 32.049 31.264 1.060 0.093 1.175 -0.49
H -15.689 27.784 30.247 0.161 -0.066 0.060 0.43
H -15.969 28.488 31.827 0.205 0.250 -0.069 0.34
H -14.660 27.366 31.661 0.155 -0.008 -0.317 0.16
H -13.591 29.553 31.640 -0.463 0.162 -0.116 -0.43
H -13.516 28.949 29.998 -0.352 0.075 0.113 0.17
H -12.782 32.334 28.273 -0.194 0.087 0.186 0.21
H -13.632 30.792 27.982 -0.505 0.196 0.054 0.45
H -12.305 30.834 29.112 -0.090 0.272 0.024 -0.04
C -1.823 33.589 31.714 -0.331 -0.425 -0.503 -1.12
C -0.895 34.586 31.050 -2.066 0.222 -0.389 0.07
O 0.158 34.920 31.907 0.636 -1.012 0.318 -0.30
S 0.938 36.235 31.603 0.687 -0.879 -0.924 1.22
C 1.883 35.790 30.190 0.457 0.532 -0.006 -0.68
O 0.010 37.208 31.215 -1.437 1.837 -0.597 -0.64
O 1.785 36.406 32.701 1.270 0.423 1.529 -0.61
H -1.767 33.575 32.795 0.142 0.274 0.158 0.35
H -1.660 32.566 31.368 0.093 0.040 0.080 0.14
H -2.827 33.905 31.422 -0.129 -0.342 0.173 0.33
H -0.625 34.234 30.050 0.696 -0.098 0.216 0.02
H -1.490 35.483 30.865 0.211 0.141 0.068 0.42
H 1.222 35.343 29.458 0.113 -0.391 -0.073 0.09
H 2.726 35.201 30.534 -0.163 -0.478 -0.203 0.31
H 2.294 36.695 29.742 -0.149 0.153 0.164 0.37
C -9.198 25.500 32.772 -1.093 2.421 -0.787 0.24
C -8.958 24.162 32.275 1.328 -2.251 0.427 -0.58
O -9.967 23.769 31.331 -0.050 -0.594 1.037 -0.49
S -9.770 24.333 29.904 -0.940 0.899 -0.148 1.28
C -10.980 25.598 29.864 0.133 0.171 -0.366 -0.58
O -8.463 24.850 29.818 1.731 0.987 -0.416 -0.56
O -10.196 23.348 29.012 -0.605 -1.886 -1.616 -0.71
H -10.235 25.618 33.108 0.192 -0.040 0.384 0.07
H -9.134 26.174 31.898 -0.008 -0.010 0.329 -0.04
H -8.484 25.916 33.460 0.175 -0.388 0.511 -0.05
H -7.984 24.082 31.785 -0.152 0.047 0.129 0.41
H -8.963 23.366 33.018 -0.205 0.109 0.217 0.33
H -11.207 25.884 30.874 -0.270 0.251 0.198 -0.02
H -11.809 25.158 29.329 -0.373 0.078 0.119 0.47
H -10.592 26.444 29.314 0.083 0.178 -0.052 0.28
```
Positions in Å, forces in eV/Å.

Computed properties:
**HOMO-LUMO gap**: 10.9 eV
**Total charge**: 0
**SMILES**: CCOS(C)(=O)=O.CCOS(C)(=O)=O.CCOS(C)(=O)=O.CCOS(C)(=O)=O.CCOS(C)(=O)=O.CCOS(C)(=O)=O.CCOS(C)(=O)=O.CCOS(C)(=O)=O.CCOS(C)(=O)=O.CCOS(C)(=O)=O

An isolated molecule of C5H9NO3 in a non-equilibrium geometry, computed with ωB97M-V with the def2-TZVPD basis set.

```
18
Properties=species:S:1:pos:R:3:forces:R:3:mulliken_charge:R:1
C -1.345 1.899 -0.009 -0.094 0.335 -0.500 -1.34
C -1.471 0.420 -0.193 0.179 -0.876 1.431 0.58
O -2.522 -0.165 -0.236 -0.124 0.136 -0.280 -0.58
C -0.133 -0.399 -0.246 -0.899 0.853 -0.213 0.68
N -0.404 -1.811 -0.300 -0.077 -0.247 -0.027 -0.68
O 0.364 0.158 -1.435 2.713 -0.611 -0.475 -0.63
C 0.817 -0.095 0.950 -0.216 0.238 -0.650 -0.67
C 2.083 -0.815 0.612 0.033 -0.435 -0.325 0.08
O 2.702 -0.607 -0.418 -0.038 -0.070 0.746 -0.54
H -0.606 2.288 -0.715 -0.083 0.033 0.201 0.37
H -1.021 2.133 1.007 0.022 -0.088 -0.016 0.29
H -2.313 2.371 -0.185 0.085 -0.069 0.038 0.36
H 0.134 -2.258 -1.036 -0.053 0.143 0.080 0.26
H -1.392 -1.962 -0.492 0.090 0.080 -0.002 0.31
H 1.376 -0.027 -1.437 -1.971 0.475 -0.138 0.49
H 0.367 -0.453 1.873 0.096 -0.006 0.045 0.30
H 1.011 0.976 0.989 0.004 0.061 0.074 0.36
H 2.353 -1.653 1.272 0.334 0.050 0.013 0.34
```
Positions in Å, forces in eV/Å.

Computed properties:
**HOMO-LUMO gap**: 10.0 eV
**Total charge**: 0
**SMILES**: CC(=O)[C@@](N)(O)CC=O

A cluster of 2 separate species, CH4NP3 in total in a non-equilibrium geometry, computed with ωB97M-V with the def2-TZVPD basis set.

```
9
Properties=species:S:1:pos:R:3:forces:R:3:mulliken_charge:R:1
P -1.912 0.689 -0.662 0.016 0.376 -0.387 -0.10
P -0.904 2.352 -0.699 -0.842 -1.005 0.460 0.01
H -0.268 3.017 -1.702 0.347 0.387 -0.932 0.07
H -0.618 3.102 0.408 0.244 0.487 0.676 0.08
N 2.275 -3.225 0.854 1.223 -1.308 0.152 -0.33
C 1.585 -2.322 0.841 -1.852 2.186 -0.563 0.22
P 0.309 -0.956 0.848 1.849 0.472 -0.714 -0.09
H -0.616 -1.904 0.722 -1.785 -1.352 0.284 0.08
H 0.147 -0.755 -0.610 0.801 -0.244 1.025 0.05
```
Positions in Å, forces in eV/Å.

Computed properties:
**HOMO-LUMO gap**: 7.1 eV
**Total charge**: 0
**SMILES**: P#[PH2].N#CP

A cluster of 2 separate species, C9H14NO2S in total in a non-equilibrium geometry, computed with ωB97M-V with the def2-TZVPD basis set.

```
27
Properties=species:S:1:pos:R:3:forces:R:3:mulliken_charge:R:1
C -2.292 0.001 2.848 1.801 -2.100 0.128 -0.59
C -1.546 -1.304 1.199 -1.357 1.245 1.202 -0.15
C -1.218 -0.518 3.498 1.428 0.223 0.218 -0.05
C 2.456 -0.333 0.810 -0.294 2.866 -0.892 0.72
C 3.180 0.314 -0.370 1.880 -0.898 -0.777 -0.93
C -0.422 1.476 -0.767 1.351 1.268 -2.019 -1.14
C -1.588 0.009 -2.381 -0.195 4.266 1.384 -0.94
C 1.541 -2.314 1.573 -0.489 1.836 -1.108 -0.51
C -0.517 0.232 -1.592 -1.892 -0.020 1.069 0.23
N -2.469 -0.471 1.575 1.351 -1.152 -1.464 -0.37
O 2.133 0.231 1.800 0.291 -0.621 0.632 -0.40
O 1.874 -1.603 0.536 0.565 0.318 -0.662 -0.24
S -0.399 -1.776 2.455 -1.650 0.919 0.080 0.08
H -3.086 0.575 3.208 -0.655 1.126 0.988 0.48
H -1.518 -1.666 0.221 0.165 -0.827 -1.343 0.64
H 3.934 1.149 -0.207 -1.613 -0.736 0.846 0.34
H 3.889 -0.439 -0.786 -0.859 0.124 -0.150 0.36
H 2.483 0.638 -1.169 0.192 -0.401 0.580 0.22
H -0.224 2.212 -1.597 -0.090 0.071 1.210 0.31
H -1.248 1.829 -0.211 -1.357 -0.002 0.305 0.39
H 0.415 1.536 -0.088 0.457 -0.237 0.112 0.27
H -1.586 -0.744 -3.044 -0.224 -2.946 -2.056 0.39
H -0.692 -0.311 4.431 -0.692 -0.064 -0.187 0.40
H -2.451 0.829 -2.601 2.289 -1.956 1.000 0.21
H 1.294 -3.264 1.280 -1.236 -2.301 -0.442 0.52
H 2.125 -2.224 2.408 1.180 0.469 2.351 0.47
H 0.304 -0.443 -1.338 -0.347 -0.468 -1.003 0.29
```
Positions in Å, forces in eV/Å.

Computed properties:
**HOMO-LUMO gap**: 6.7 eV
**Total charge**: +1

A structure of composition C12H23IrN2O2P2S in a non-equilibrium geometry, computed with ωB97M-V with the def2-TZVPD basis set.

```
43
Properties=species:S:1:pos:R:3:forces:R:3:mulliken_spin:R:1
Ir 0.045 -0.196 1.108 -0.758 -0.228 -1.550 2.13
P -2.112 0.136 0.597 -3.014 -1.002 -0.137 0.21
C -2.012 0.467 -1.193 -1.168 4.418 0.668 0.21
C -0.815 1.255 -1.573 -2.225 -2.812 1.057 0.13
N 0.237 0.958 -0.791 1.156 1.670 -0.201 -0.02
C 1.428 1.420 -1.169 1.232 -0.377 1.284 0.25
C 1.613 2.236 -2.306 -0.249 0.108 -1.274 0.18
C 0.490 2.446 -3.126 1.032 0.666 -0.367 0.01
C -0.742 1.927 -2.796 0.145 0.692 -0.133 0.14
C 2.605 1.046 -0.303 0.049 0.472 -0.295 -0.01
P 2.195 -0.378 0.764 4.165 -1.345 -0.748 0.17
H -1.657 2.066 -3.383 0.514 -0.039 0.069 0.00
H 2.641 2.602 -2.561 -1.221 -0.239 0.208 0.00
H 0.603 3.033 -4.022 0.040 0.085 -0.238 0.01
H 3.519 0.864 -0.897 -0.406 -0.016 0.098 0.01
H 2.880 1.893 0.341 -0.195 0.112 -0.041 0.04
H -1.847 -0.534 -1.638 0.387 -1.376 -1.051 0.01
H -2.946 0.960 -1.566 0.603 -0.752 -0.032 0.01
H -1.237 -2.233 -1.478 0.157 -1.006 0.768 -0.04
O -1.418 -1.801 -2.327 -0.171 1.200 -1.286 0.14
H -2.304 -1.999 -2.629 -0.403 -0.670 -0.395 -0.01
H -0.258 -2.065 0.425 -0.180 -2.885 -1.922 0.16
O -0.639 -2.846 -0.221 0.532 0.228 0.887 0.21
H -0.041 -3.551 -0.607 -0.196 1.262 1.254 0.00
C 2.754 -1.777 -0.228 0.266 -0.887 -0.620 0.00
H 3.777 -1.661 -0.646 -0.529 0.074 0.400 0.01
H 2.740 -2.712 0.368 -0.011 0.505 -0.179 0.00
H 2.061 -1.929 -1.080 0.328 0.151 0.365 0.01
C 3.282 -0.322 2.209 0.281 0.126 0.773 0.02
H 3.140 -1.228 2.822 -0.063 0.144 -0.358 0.00
H 4.364 -0.254 1.995 -0.525 -0.031 -0.294 0.01
H 3.024 0.523 2.862 0.014 -0.062 -0.246 0.00
C -2.772 1.547 1.504 0.129 0.418 -0.152 0.03
H -3.790 1.819 1.203 0.177 -0.132 -0.010 0.01
H -2.767 1.287 2.569 -0.050 0.012 -0.193 0.00
H -2.105 2.400 1.352 -0.143 0.090 0.092 0.00
C -3.308 -1.221 0.893 0.119 -0.132 -0.240 -0.01
H -3.478 -1.260 1.980 0.064 0.010 -0.298 0.00
H -4.284 -1.062 0.401 0.423 0.082 0.141 0.01
H -2.880 -2.187 0.575 -0.227 0.410 0.119 0.01
S 0.039 0.278 5.624 -0.034 -0.176 -1.006 0.82
C 0.002 0.102 4.065 0.022 0.401 3.506 -0.11
N -0.027 -0.050 2.883 -0.069 0.833 1.579 0.29
```
Positions in Å, forces in eV/Å.

Computed properties:
**HOMO-LUMO gap (alpha / beta)**: 6.4 / 5.1 eV
**Spin multiplicity**: 6
**Total charge**: +3

What did the fourth record say?
A cluster of 2 separate species, C9H14NO2S in total in a non-equilibrium geometry, computed with ωB97M-V with the def2-TZVPD basis set.

```
27
Properties=species:S:1:pos:R:3:forces:R:3:mulliken_charge:R:1
C -2.292 0.001 2.848 1.801 -2.100 0.128 -0.59
C -1.546 -1.304 1.199 -1.357 1.245 1.202 -0.15
C -1.218 -0.518 3.498 1.428 0.223 0.218 -0.05
C 2.456 -0.333 0.810 -0.294 2.866 -0.892 0.72
C 3.180 0.314 -0.370 1.880 -0.898 -0.777 -0.93
C -0.422 1.476 -0.767 1.351 1.268 -2.019 -1.14
C -1.588 0.009 -2.381 -0.195 4.266 1.384 -0.94
C 1.541 -2.314 1.573 -0.489 1.836 -1.108 -0.51
C -0.517 0.232 -1.592 -1.892 -0.020 1.069 0.23
N -2.469 -0.471 1.575 1.351 -1.152 -1.464 -0.37
O 2.133 0.231 1.800 0.291 -0.621 0.632 -0.40
O 1.874 -1.603 0.536 0.565 0.318 -0.662 -0.24
S -0.399 -1.776 2.455 -1.650 0.919 0.080 0.08
H -3.086 0.575 3.208 -0.655 1.126 0.988 0.48
H -1.518 -1.666 0.221 0.165 -0.827 -1.343 0.64
H 3.934 1.149 -0.207 -1.613 -0.736 0.846 0.34
H 3.889 -0.439 -0.786 -0.859 0.124 -0.150 0.36
H 2.483 0.638 -1.169 0.192 -0.401 0.580 0.22
H -0.224 2.212 -1.597 -0.090 0.071 1.210 0.31
H -1.248 1.829 -0.211 -1.357 -0.002 0.305 0.39
H 0.415 1.536 -0.088 0.457 -0.237 0.112 0.27
H -1.586 -0.744 -3.044 -0.224 -2.946 -2.056 0.39
H -0.692 -0.311 4.431 -0.692 -0.064 -0.187 0.40
H -2.451 0.829 -2.601 2.289 -1.956 1.000 0.21
H 1.294 -3.264 1.280 -1.236 -2.301 -0.442 0.52
H 2.125 -2.224 2.408 1.180 0.469 2.351 0.47
H 0.304 -0.443 -1.338 -0.347 -0.468 -1.003 0.29
```
Positions in Å, forces in eV/Å.

Computed properties:
**HOMO-LUMO gap**: 6.7 eV
**Total charge**: +1

- The highest total charge belongs to which entry?
  C12H23IrN2O2P2S